[1]
# C14H28Br13N3O6S

A structure of composition C14H28Br13N3O6S (wB97M-V/def2-TZVPD, the OMol25 dataset).

Values from the calculation:
Spin multiplicity = 1

CARTESIAN COORDINATES (ANGSTROEM)
N 0.46943 -3.88054 -1.47795
C 1.60612 -3.10559 -1.87165
N 1.30522 -2.49789 -3.16326
O 2.73685 -4.00140 -2.08141
S 4.02164 -3.54922 -1.23400
O 5.13970 -3.34113 -2.07881
O 4.36564 -4.34725 -0.11436
O 3.45556 -2.10004 -0.77778
C 2.04159 -1.92807 -0.88154
Br 1.40442 -2.09211 0.97002
O 1.89714 -0.68238 -1.47823
N 0.74306 0.03922 -0.99682
O -0.24688 -0.45362 -1.34012
H 0.57736 -4.28369 -0.54576
H 0.44056 -4.69570 -2.10964
H 1.86077 -2.98210 -3.86435
H 0.32489 -2.64392 -3.38637
Br 3.18447 -4.28835 3.02231
C 3.12771 -3.57195 4.83149
C 1.71193 -3.35647 5.29819
Br 0.93014 -1.75967 4.50112
H 3.72008 -2.66122 4.82814
H 3.62087 -4.32016 5.44994
H 1.68628 -3.17729 6.37228
H 1.05239 -4.18473 5.05603
Br 0.42561 -1.82908 8.68695
C 1.76574 -0.72982 9.57256
C 3.15899 -1.11799 9.15317
Br 3.73436 -2.76162 10.02358
H 1.59773 -0.82669 10.64106
H 1.54593 0.29091 9.26456
H 3.87655 -0.36269 9.46847
H 3.25141 -1.27796 8.08271
Br -0.16744 -6.49206 1.40118
C -1.58807 -7.08636 0.20806
C -1.03646 -7.87586 -0.94976
Br -0.21644 -6.70105 -2.26818
H -2.13191 -6.19867 -0.10230
H -2.23585 -7.71022 0.82136
H -1.83648 -8.38885 -1.48046
H -0.28032 -8.59753 -0.65521
Br 0.07418 2.52354 -0.85798
C -0.78258 3.18669 0.76043
C -1.84865 4.20450 0.45165
Br -1.06259 5.93067 0.00574
H 0.00568 3.57760 1.39729
H -1.21965 2.30539 1.22777
H -2.46548 4.39173 1.32924
H -2.48562 3.91820 -0.38173
Br -5.03669 5.29962 -2.23873
C -3.43254 6.14312 -2.95431
C -2.99909 5.50095 -4.24301
Br -2.11929 3.79071 -3.92871
H -2.67669 6.09203 -2.17730
H -3.70918 7.18316 -3.12130
H -2.25265 6.11574 -4.74310
H -3.82194 5.31180 -4.92479
Br -4.93721 7.87585 -6.25997
C -3.32861 8.71983 -6.96171
C -2.89080 8.07946 -8.25205
Br -2.02006 6.36728 -7.93430
H -2.57518 8.66386 -6.18119
H -3.60149 9.76108 -7.12404
H -2.14045 8.69343 -8.74699
H -3.71374 7.89457 -8.93612

Atom charges from the natural (NBO) analysis, given in e for atoms 1 to 4:
1. N -0.847
2. C 0.453
3. N -0.836
4. O -0.700

[2]
# C14H28Br14

A cluster of 7 separate species, C14H28Br14 in total (wB97M-V/def2-TZVPD, the OMol25 dataset).

Values from the calculation:
Spin multiplicity = 1

CARTESIAN COORDINATES (ANGSTROEM)
Br -21.12997 19.98763 0.86199
C -21.53187 18.40039 -0.19655
C -23.03573 18.09986 -0.29590
Br -23.36238 16.42006 -1.23148
H -21.08192 17.54238 0.30290
H -20.99638 18.55309 -1.13359
H -23.35993 18.89812 -0.96357
H -23.55828 18.14987 0.65937
Br -13.74035 15.34908 -2.40889
C -15.54799 15.67487 -1.60953
C -16.66135 14.76886 -2.21020
Br -18.43978 15.06338 -1.40584
H -15.69075 16.74236 -1.77740
H -15.47251 15.47035 -0.54155
H -16.39510 13.71983 -2.08083
H -16.69582 15.03277 -3.26720
Br -18.78261 22.42900 1.87561
C -19.84320 24.08488 1.89613
C -21.33848 23.88838 1.55074
Br -22.04913 25.68576 1.13935
H -19.40896 24.82889 1.22830
H -19.94474 24.48731 2.90401
H -21.96798 23.28223 2.20222
H -21.48824 23.36449 0.60670
Br -17.95271 14.61058 2.54494
C -18.20285 14.61395 4.54300
C -16.83307 15.00340 5.07287
Br -16.76380 14.64078 7.00842
H -18.50238 13.63329 4.91270
H -18.99256 15.28519 4.88050
H -16.59121 16.04106 4.84294
H -16.10368 14.37151 4.56613
Br -8.57355 18.09875 -2.14537
C -10.49751 18.65676 -2.17272
C -11.39463 17.96525 -1.06184
Br -13.25375 18.60456 -1.23883
H -10.78620 18.34795 -3.17740
H -10.55338 19.74327 -2.10587
H -11.03410 18.35940 -0.11171
H -11.35924 16.87793 -1.12957
Br -17.81387 23.89832 -1.85679
C -17.77470 21.88188 -1.95067
C -16.30704 21.31194 -1.95608
Br -15.39470 21.97910 -3.54567
H -18.33228 21.42796 -2.76991
H -18.30373 21.54868 -1.05781
H -16.23484 20.22433 -1.95332
H -15.81439 21.61435 -1.03199
Br -16.01199 18.40029 3.15538
C -17.31996 18.81986 1.69848
C -16.80137 18.35920 0.32925
Br -18.28974 18.66489 -0.89265
H -17.54208 19.88691 1.68590
H -18.29267 18.34929 1.84173
H -16.65526 17.27946 0.35944
H -15.92359 18.91384 -0.00237

Atom charges from the natural (NBO) analysis, given in e for atoms 1 to 4:
1. Br -0.012
2. C -0.447
3. C -0.456
4. Br 0.007

| no. | electronic energy (a.u.) |
| --- | --- |
| 1 | -35026.174382 |
| 2 | -36586.405279 |